Entry from the Open Molecules 2025 dataset: a structure of composition C15H46NO13S2 at a distorted geometry (ωB97M-V/def2-TZVPD).

Cartesian coordinates (Å):
C: -0.23 1.35 -2.36
C: -0.77 0.28 -2.24
S: -1.27 -1.41 -2.25
O: -2.64 -1.52 -1.80
O: -1.09 -1.82 -3.62
N: -0.20 -2.10 -1.31
S: -0.76 -2.84 0.03
O: -1.49 -1.97 0.94
O: -1.38 -4.11 -0.28
C: 0.80 -3.21 0.84
C: 1.95 -2.26 0.52
C: 1.83 -0.89 1.20
C: 1.51 -0.96 2.71
H: 0.38 2.22 -2.40
H: 1.08 -4.22 0.54
H: 0.59 -3.26 1.91
H: 2.88 -2.72 0.88
H: 2.06 -2.11 -0.55
H: 1.12 -0.24 0.69
H: 2.81 -0.41 1.10
H: 1.92 -0.07 3.19
H: 1.93 -1.84 3.19
H: 0.42 -0.91 2.83
C: -6.00 -1.72 -1.66
O: -7.15 -1.04 -2.19
H: -6.16 -1.85 -0.60
H: -5.88 -2.70 -2.12
H: -5.10 -1.13 -1.83
H: -7.01 -0.92 -3.13
C: 4.82 1.55 4.14
O: 3.49 1.12 4.41
H: 4.95 1.56 3.06
H: 4.99 2.56 4.53
H: 5.55 0.87 4.58
H: 3.38 1.11 5.36
C: -7.18 -0.20 1.61
O: -8.31 0.46 1.05
H: -7.34 -0.31 2.68
H: -7.06 -1.19 1.17
H: -6.27 0.38 1.45
H: -8.16 0.54 0.11
C: -3.69 1.10 0.43
O: -3.36 1.41 -0.92
H: -2.97 1.58 1.07
H: -4.69 1.47 0.67
H: -3.65 0.01 0.59
H: -4.00 0.96 -1.49
C: 0.87 -0.20 -6.49
O: 1.06 -0.53 -5.13
H: 1.86 -0.12 -6.95
H: 0.30 -0.98 -7.01
H: 0.36 0.76 -6.59
H: 0.18 -0.59 -4.72
C: 1.31 4.00 -7.69
O: 0.48 3.09 -6.98
H: 2.34 3.70 -7.53
H: 1.09 3.97 -8.76
H: 1.17 5.02 -7.31
H: -0.44 3.36 -7.12
C: 3.28 2.45 8.69
O: 3.21 1.77 7.44
H: 3.75 3.41 8.51
H: 2.28 2.62 9.10
H: 3.87 1.89 9.41
H: 2.79 0.92 7.58
C: 3.58 2.58 -5.00
O: 2.45 2.39 -4.17
H: 4.40 2.91 -4.36
H: 3.87 1.63 -5.47
H: 3.40 3.33 -5.76
H: 1.73 2.06 -4.73
C: 2.78 -3.08 6.01
O: 2.75 -3.75 4.76
H: 3.22 -2.10 5.84
H: 1.77 -2.95 6.42
H: 3.39 -3.62 6.74
H: 2.35 -4.62 4.90

**Total charge**: -1
**F_max**: 0.0208 hartree/bohr
**Energy relative to the best compared isomer or geometry (same formula, charge and spin)**: 7.39 kcal per mole
**LUMO**: 0.06821 Ha
**Gap between HOMO and LUMO**: 7.52 eV
**Total energy**: -2428.16892 Ha
**Multiplicity**: 1